1.
Density functional theory data (ωB97M-V with the def2-TZVPD basis set) for C7H8O2S in the gas phase at a distorted geometry.

For the relative energy (zero: lowest compared OMol25 entry of this formula, charge and spin), the calculation gives 377.3 kJ/mol. The spin multiplicity is 1. The calculation puts the HOMO energy at -8.522 eV. The SMILES is OCC1=C=C[C@H](O)C=CS1. For the gap between HOMO and LUMO, the calculation gives 9.08 eV. As for the LUMO energy: 0.020 Eh.

Last column: Löwdin charge in e.
Atoms and positions in Å:
O  2.86  1.81  1.76  -0.09
C  2.89  0.82  0.81  -0.30
C  1.55  0.73  0.14  -0.49
C  1.05  -0.24  -0.59  -0.09
C  0.17  -0.97  -1.28  -0.01
C  -1.30  -1.27  -0.67  -0.37
O  -2.08  -2.10  -1.50  -0.03
C  -1.79  0.11  -0.52  -0.13
C  -1.25  1.22  -0.04  -0.42
S  0.28  1.99  0.21  1.02
H  1.97  2.21  1.84  0.05
H  3.57  1.10  -0.03  0.13
H  3.07  -0.25  1.33  0.17
H  0.34  -1.27  -2.33  0.11
H  -1.22  -1.64  0.38  0.16
H  -1.68  -2.15  -2.40  0.11
H  -2.88  0.11  -0.83  0.14
H  -1.89  2.05  -0.03  0.03

---

2.
Density functional theory data (ωB97M-V with the def2-TZVPD basis set) for C7H8OS in the gas phase at a distorted geometry.

For the relative energy (zero: lowest compared OMol25 entry of this formula, charge and spin), the calculation gives 99.9 kJ/mol. The spin multiplicity is 1. The calculation puts the HOMO energy at -8.324 eV. The SMILES is CC1=CC=C[C@H]2S[C@@]12O. For the gap between HOMO and LUMO, the calculation gives 8.61 eV. As for the LUMO energy: 0.010 Eh.

Last column: Löwdin charge in e.
Atoms and positions in Å:
C  -1.32  -1.70  0.72  -0.04
C  -0.63  -0.41  0.45  -0.27
C  -1.05  0.90  0.51  -0.05
C  -0.34  2.02  0.02  -0.12
C  0.87  1.93  -0.55  -0.07
C  1.47  0.55  -0.55  -0.39
S  2.03  -0.33  1.03  0.92
C  0.70  -0.61  -0.10  -0.78
O  0.87  -1.83  -0.91  -0.03
H  -1.08  -2.22  1.71  0.11
H  -1.14  -2.50  -0.14  0.13
H  -2.34  -1.46  0.92  0.05
H  -2.09  1.19  0.89  0.14
H  -0.77  3.04  0.04  0.11
H  1.23  2.82  -0.99  0.09
H  2.25  0.20  -1.36  0.15
H  1.33  -1.58  -1.68  0.05

---

3.
Density functional theory data (ωB97M-V with the def2-TZVPD basis set) for C7H8S in the gas phase at a distorted geometry.

For the relative energy (zero: lowest compared OMol25 entry of this formula, charge and spin), the calculation gives 160.0 kJ/mol. The spin multiplicity is 1. The calculation puts the HOMO energy at -8.171 eV. The SMILES is C=C1C=CC=C[C@@H]1S. For the gap between HOMO and LUMO, the calculation gives 8.26 eV. As for the LUMO energy: 0.003 Eh.

Last column: Löwdin charge in e.
Atoms and positions in Å:
C  0.54  2.19  -0.46  0.05
C  0.17  0.96  -0.22  -0.37
C  -1.15  0.70  0.39  -0.07
C  -1.71  -0.51  0.34  -0.14
C  -1.10  -1.68  -0.13  -0.09
C  0.21  -1.59  -0.56  -0.11
C  0.99  -0.30  -0.48  -0.53
S  2.45  -0.41  0.77  0.70
H  1.51  2.32  -0.82  0.05
H  -0.09  3.03  -0.20  0.08
H  -1.58  1.63  0.99  0.15
H  -2.61  -0.42  0.90  0.09
H  -1.69  -2.68  -0.12  0.13
H  0.73  -2.44  -0.87  0.07
H  1.51  -0.10  -1.47  0.13
H  1.84  -0.70  1.94  -0.15

---

4.
Density functional theory data (ωB97M-V with the def2-TZVPD basis set) for C7H8S in the gas phase at a distorted geometry.

For the relative energy (zero: lowest compared OMol25 entry of this formula, charge and spin), the calculation gives 66.3 kJ/mol. The spin multiplicity is 1. The calculation puts the HOMO energy at -7.497 eV. The SMILES is C=C1C=CSC(C)=C1. For the gap between HOMO and LUMO, the calculation gives 8.37 eV. As for the LUMO energy: 0.032 Eh.

Last column: Löwdin charge in e.
Atoms and positions in Å:
C  1.59  -1.69  1.07  0.04
C  0.56  -0.97  0.63  -0.33
C  -0.75  -1.29  1.09  -0.16
C  -1.92  -0.71  0.76  -0.39
S  -2.01  0.59  -0.43  0.95
C  -0.27  0.90  -0.78  -0.56
C  -0.08  2.20  -1.54  -0.13
C  0.73  0.19  -0.30  -0.07
H  2.62  -1.42  0.78  0.07
H  1.48  -2.57  1.68  0.06
H  -0.88  -2.16  1.74  0.12
H  -2.85  -1.06  1.13  0.05
H  -0.32  3.14  -0.96  0.09
H  1.02  2.28  -1.79  0.09
H  -0.67  2.20  -2.48  0.07
H  1.74  0.36  -0.59  0.11

---

5.
Density functional theory data (ωB97M-V with the def2-TZVPD basis set) for a molecular structure, C7H8S at a distorted geometry.

For the relative energy (zero: lowest compared OMol25 entry of this formula, charge and spin), the calculation gives 424.2 kJ/mol. The spin multiplicity is 1. The calculation puts the HOMO energy at -8.546 eV. For the gap between HOMO and LUMO, the calculation gives 8.50 eV. As for the LUMO energy: -0.002 Eh.

Last column: Löwdin charge in e.
Atoms and positions in Å:
C  0.83  0.30  -0.13  -0.80
C  -0.32  0.62  -1.00  -0.23
C  -0.65  1.67  0.08  -0.15
C  -0.18  0.60  0.99  -0.27
C  -1.30  -0.41  0.85  -0.18
C  -1.29  -1.60  0.02  -0.10
C  -1.56  -0.33  -0.69  -0.14
H  -0.38  0.96  -2.05  0.14
H  -0.03  2.72  0.21  0.17
H  -1.72  2.04  -0.05  0.14
H  0.42  0.86  2.01  0.19
H  -2.16  -0.31  1.25  0.07
H  -0.24  -2.07  -0.16  0.13
H  -2.09  -2.32  0.11  0.11
H  -2.41  -0.30  -1.30  0.12
S  2.21  -0.42  -0.04  0.79

---

6.
Density functional theory data (ωB97M-V with the def2-TZVPD basis set) for C7H8S2 in the gas phase at a distorted geometry.

For the relative energy (zero: lowest compared OMol25 entry of this formula, charge and spin), the calculation gives 477.5 kJ/mol. The spin multiplicity is 1. The calculation puts the HOMO energy (spin up / spin down) at -7.485 / -7.500 eV. For the gap between HOMO and LUMO (spin up / spin down), the calculation gives 5.15 / 5.15 eV. As for the LUMO energy (spin up / spin down): -0.086 / -0.086 Eh.

Last column: Löwdin charge in e.
Atoms and positions in Å:
C  -1.97  2.02  1.06  -0.12
C  -0.70  1.37  0.67  0.00
C  -3.01  1.27  0.66  -0.41
C  -0.91  0.04  0.17  -0.51
C  0.13  -0.78  -0.25  -0.09
C  1.52  -0.55  -0.28  -0.60
C  2.10  -1.81  -0.90  -0.21
S  -2.62  -0.34  0.22  1.05
S  2.86  0.90  -1.08  0.25
H  -2.15  2.97  1.48  0.09
H  0.25  1.78  0.84  0.09
H  -3.98  1.55  0.92  0.06
H  -0.17  -1.54  -1.00  0.13
H  1.92  -0.26  0.73  0.10
H  1.54  -2.08  -1.77  0.07
H  2.03  -2.69  -0.31  0.06
H  3.15  -1.85  -1.14  0.05